Entry from the Open Molecules 2025 dataset: a 7-piece molecular cluster, C58H64F6N2O4SSi overall in a non-equilibrium geometry (the ωB97M-V functional and the def2-TZVPD basis).

Properties
spin multiplicity = 1
relative energy (zero: lowest compared OMol25 entry of this formula, charge and spin) = 98.48 kcal per mole
E = -107366.9359 eV
net charge = 0
orbital gap = 7.87 eV
E_HOMO = -9.0 eV
SMILES = CCC1=C(CCO[Si](C)(C)C)C(=O)C=C(CCCCCCCSc2nnco2)C1=O.Fc1ccccc1.Fc1ccccc1.Fc1ccccc1.Fc1ccccc1.Fc1ccccc1.Fc1ccccc1

Atoms and positions in Å:
C -0.73702 4.81287 0.25006
C -0.92608 3.94819 -1.08301
C -1.56676 2.51856 -0.84591
C -0.78781 1.34571 -1.07168
C 0.73031 1.34406 -1.51818
C 1.67690 1.45020 -0.22134
O 1.58198 0.26028 0.62767
Si 2.92181 0.21319 1.73701
C 4.59557 -0.21222 0.85055
C 3.07911 1.90956 2.66507
C 2.71914 -1.12035 3.11200
C -1.48746 -0.05480 -0.85360
O -0.90013 -1.06880 -1.30131
C -2.88829 -0.23866 -0.15356
C -3.67563 0.91685 0.09011
C -5.11830 0.81630 0.74180
C -5.13883 0.75012 2.33632
C -4.18554 1.80177 3.07159
C -3.66151 1.07070 4.42083
C -2.57916 1.92595 5.22170
C -1.32072 2.34636 4.33185
C -0.83899 1.18682 3.32086
S -0.42677 -0.39163 4.20804
C -1.16879 -1.83030 3.33649
N -0.53177 -3.05748 2.94765
N -1.44183 -3.85222 2.34282
C -2.71280 -3.22147 2.28144
O -2.50975 -1.96997 2.91360
C -3.05570 2.32150 -0.36525
O -3.86431 3.29031 -0.34659
H 0.01047 4.34978 0.97267
H -1.74009 5.06910 0.73786
H -0.29198 5.82014 -0.07664
H 0.06335 3.93429 -1.64033
H -1.65415 4.53559 -1.75282
H 1.04065 0.36876 -2.03533
H 1.00954 2.17875 -2.23943
H 1.48898 2.38308 0.40368
H 2.76587 1.46055 -0.59908
H 5.42824 0.01373 1.61210
H 4.75417 0.39671 -0.09662
H 4.61555 -1.33759 0.68567
H 3.25648 1.76729 3.78510
H 2.06551 2.43322 2.56707
H 3.88918 2.57183 2.21555
H 1.98164 -1.92211 2.78765
H 3.75130 -1.60139 3.28623
H 2.43236 -0.64407 4.10359
H -3.22776 -1.29118 0.09179
H -5.75683 1.67509 0.36692
H -5.56786 -0.17543 0.36934
H -4.95544 -0.31528 2.72439
H -6.21372 1.01216 2.65463
H -4.83810 2.67152 3.44654
H -3.34020 2.21184 2.43687
H -4.57646 0.96720 5.11157
H -3.28966 0.01518 4.22538
H -3.03947 2.83318 5.73390
H -2.18190 1.25625 6.07038
H -1.54888 3.29154 3.73303
H -0.45770 2.59527 5.04297
H -1.61562 0.98459 2.51521
H 0.12296 1.56712 2.82666
H -3.69532 -3.56544 1.85139
F 1.26850 1.39806 -4.69045
C 2.10556 0.38094 -4.95729
C 1.72192 -0.91381 -4.64579
C 2.58567 -1.96707 -4.92594
C 3.82670 -1.71232 -5.50419
C 4.20295 -0.40694 -5.80796
C 3.33521 0.64586 -5.53814
H 0.75525 -1.09174 -4.18825
H 2.29272 -2.98482 -4.69342
H 4.50163 -2.53451 -5.71829
H 5.17092 -0.20983 -6.25417
H 3.60752 1.66757 -5.77581
F -7.61914 -1.72414 -4.30002
C -6.82175 -2.46277 -3.51114
C -7.22693 -3.73227 -3.13320
C -6.39966 -4.50020 -2.32019
C -5.18146 -3.98393 -1.88638
C -4.78707 -2.70477 -2.26895
C -5.60879 -1.94135 -3.09053
H -8.18178 -4.11337 -3.47386
H -6.70359 -5.49808 -2.02477
H -4.53806 -4.58144 -1.24842
H -3.83946 -2.30301 -1.92693
H -5.31390 -0.94719 -3.40526
F 2.74099 5.12708 2.48436
C 3.79945 5.82668 2.92356
C 5.04336 5.60706 2.35410
C 6.13866 6.33524 2.80564
C 5.97935 7.26653 3.82833
C 4.72595 7.47466 4.39574
C 3.62798 6.75491 3.93747
H 5.14946 4.87219 1.56474
H 7.11526 6.17697 2.36189
H 6.83533 7.83097 4.18289
H 4.60413 8.19737 5.19496
H 2.64309 6.91021 4.36155
F -6.99193 -6.05746 -4.76271
C -7.83855 -6.66852 -5.60707
C -7.66535 -8.01405 -5.88887
C -8.54546 -8.64760 -6.75940
C -9.58177 -7.92598 -7.34613
C -9.74254 -6.57395 -7.05923
C -8.86966 -5.94194 -6.18038
H -6.84815 -8.55713 -5.42910
H -8.42388 -9.70201 -6.98109
H -10.26519 -8.42022 -8.02857
H -10.54754 -6.01225 -7.52009
H -8.98507 -4.89186 -5.93877
F 6.78129 0.75914 -7.10725
C 7.96794 0.82908 -6.47861
C 8.04882 0.48461 -5.13890
C 9.27702 0.55216 -4.49026
C 10.40725 0.97341 -5.18580
C 10.31219 1.32144 -6.52975
C 9.08671 1.24378 -7.18220
H 7.15658 0.16687 -4.61190
H 9.35348 0.27764 -3.44410
H 11.36414 1.02994 -4.67768
H 11.19247 1.65321 -7.06911
H 8.99577 1.50238 -8.23045
F 3.49184 0.62746 7.48651
C 2.84594 -0.52606 7.72499
C 3.21390 -1.29928 8.81418
C 2.54132 -2.49088 9.06312
C 1.51628 -2.90027 8.21401
C 1.15932 -2.11736 7.12055
C 1.82382 -0.92077 6.87753
H 4.01953 -0.96840 9.45892
H 2.81576 -3.10024 9.91702
H 0.99522 -3.83219 8.40648
H 0.36344 -2.43933 6.45729
H 1.55308 -0.29480 6.03601